Entry 1:
122
Properties=species:S:1:pos:R:3 method="wB97M-V/def2-TZVPD" multiplicity=1 total_charge=+1 lumo_ev=-4.5 homo_lumo_gap_ev=5.860
I -0.78503 -3.56051 -3.25413
N -0.60996 -4.19737 -0.25246
N 0.80416 -3.13668 -2.01686
N 1.16424 -2.52216 0.27759
C -7.26246 -2.97729 -3.38997
C 8.05351 5.94437 1.52953
C 2.72797 -6.31078 5.29386
C 0.54002 -5.50319 4.68603
C 1.02043 -7.86378 4.59974
C 7.71636 7.51393 -0.26798
C -2.10187 -3.38811 1.62782
C 6.24009 -0.29257 -2.17753
C 0.27414 -0.23671 -5.98968
C -4.44358 -1.62876 2.33006
C -6.72006 -1.73045 -1.39848
C 2.31779 -7.61566 5.03832
C 5.98780 1.79854 1.03695
C -9.31024 1.64867 -1.34237
C 1.83927 -5.25446 5.11943
C -4.68635 -3.15768 2.29769
C 0.13267 -6.80740 4.42167
C -1.88414 -1.86149 1.69663
C -7.94669 2.12983 1.03630
C 0.44050 0.55392 -3.71961
C -3.46631 -4.07483 1.93634
C 8.56127 8.41986 0.36545
C -10.00598 1.68452 -0.13789
C 7.78219 1.12585 2.49874
C 8.90568 6.84676 2.15841
C -5.69287 -0.66983 2.67861
C -7.93410 1.84685 -1.35410
C 7.46006 6.27682 0.31591
C 7.02441 0.92331 1.34946
C 0.03606 2.11377 -5.51011
C -7.25254 2.08572 -0.16410
C -1.45610 3.43114 -0.73103
C 7.49909 2.19722 3.34020
C -6.22603 -3.86608 -3.11240
C 6.55664 -1.62619 -1.93497
C -2.74888 3.17424 -1.17883
C 4.91019 0.11744 -2.17712
C 0.46896 -0.49240 -4.63659
C -5.68901 -2.61383 -1.12907
C -3.64523 4.22373 -1.35410
C -9.32415 1.92713 1.05201
C -7.50779 -1.90648 -2.53261
C -3.08417 -0.93864 2.06000
C -1.95714 5.78668 -0.63545
C 4.21533 -2.13543 -1.67781
C 0.22174 1.85561 -4.15601
C 0.05942 1.06654 -6.42730
C 0.44872 -3.28012 -0.58510
C 5.70727 2.87202 1.87672
C 6.45929 3.06883 3.03069
C -0.85512 -4.32957 1.22405
C -5.43965 -3.67698 -1.98085
C -3.25141 5.52932 -1.07792
C 9.15767 8.08594 1.57728
C 5.54413 -2.54749 -1.68737
C -1.05947 4.73771 -0.46367
C 3.89823 -0.80287 -1.92588
H -11.07840 1.52295 -0.12541
H -5.07388 -2.47262 -0.24684
H 8.75583 9.38697 -0.08626
H 0.99994 -2.11408 -2.10235
H 0.06500 -4.19515 1.87920
H 5.39925 1.64333 0.13888
H -7.87658 -3.11813 -4.27299
H -0.12803 3.13000 -5.85117
H 3.42603 -2.85264 -1.47804
H -3.95241 6.34654 -1.20831
H -0.04991 4.93883 -0.12024
H 3.00909 -8.43913 5.17976
H -6.03253 -4.70126 -3.77709
H -6.17801 2.23705 -0.17545
H -0.75750 2.61241 -0.59179
H -1.20804 -5.41600 1.39412
H -0.09027 1.26685 -7.48263
H -5.33962 0.42179 2.56222
H -0.87839 -7.00077 4.07737
H 2.86085 -0.48151 -1.92351
H -3.63551 -5.20203 1.92000
H -7.41485 2.32146 1.96277
H 2.15847 -4.23728 5.32107
H -8.31186 -1.21058 -2.74867
H 4.90094 3.55592 1.63189
H 0.58860 0.35399 -2.66200
H -0.87646 -1.37002 1.50020
H 0.29031 -1.05320 -6.70423
H 9.37254 6.58515 3.10190
H -6.91065 -0.90078 -0.72534
H 7.59285 -1.94684 -1.93902
H 6.23602 3.90205 3.68843
H 4.66263 1.15587 -2.37209
H -9.86670 1.95860 1.99081
H -6.11623 -0.88484 3.71422
H 9.81905 8.79123 2.06919
H -3.05734 2.15556 -1.39116
H 8.08864 2.35351 4.23727
H -2.89561 0.18128 2.07671
H -5.69371 -3.63690 2.50285
H 7.85214 4.98015 1.98527
H -0.50332 -5.11719 -0.70712
H 0.19671 2.67045 -3.43975
H 0.97492 -1.51719 0.36521
H -9.84053 1.46386 -2.27085
H 3.74109 -6.11685 5.63026
H -4.62649 -4.36179 -1.76003
H 7.02952 0.42626 -2.36793
H -0.15485 -4.67972 4.55366
H -6.47811 -0.85377 1.85586
H 6.79738 5.57191 -0.17550
H -4.65225 4.02395 -1.70564
H -7.38879 1.81391 -2.29166
H 8.59404 0.44740 2.73954
H 0.64101 -1.50751 -4.29426
H -1.64872 6.80500 -0.42482
H 7.25679 7.77199 -1.21611
H 5.79096 -3.58745 -1.50086
H 7.24194 0.08472 0.69642
H 1.84232 -3.00553 0.89091
H 0.70170 -8.88066 4.39703

---

Entry 2:
63
Properties=species:S:1:pos:R:3 method="wB97M-V/def2-TZVPD" multiplicity=1 lumo_ev=-0.4 homo_lumo_gap_ev=7.353
I -2.70598 1.85886 -0.75690
I -3.44180 0.48729 -3.41496
Sc 0.33040 0.50810 -0.38136
S -2.12318 2.83626 1.50635
O 0.52770 2.48261 -0.38424
O 1.65603 -0.98336 -0.05293
N 1.97647 0.76060 -1.79957
N 2.82427 -0.34959 -1.92333
N -0.47069 -0.95507 -1.98431
N -1.36046 -0.89452 0.69035
N 0.46341 0.58131 1.97366
C 0.78202 3.33681 -1.33242
C 4.35594 -2.74414 -1.78886
C 3.46358 1.73070 -3.47599
C 3.01614 -3.38919 0.09951
C -5.97052 2.43124 2.70755
C 2.56987 -1.18737 -0.97339
C -1.95634 -1.83280 -0.28315
C -3.58727 2.31867 2.36521
C -5.86967 1.53671 3.76599
C 0.33934 -0.78438 2.51209
C -0.92433 -1.46804 1.97524
C -3.49379 1.41679 3.42171
C 3.33136 -2.46189 -0.88784
C 3.71424 -4.58561 0.18724
C 4.73368 -4.86108 -0.71126
C 1.62486 3.04274 -2.37231
C 2.31609 1.80257 -2.51339
C -4.62855 1.03389 4.12352
C -4.83784 2.82608 2.01616
C 0.08013 4.65575 -1.23059
C 5.05234 -3.93701 -1.69914
C -0.94115 -2.19967 -1.34516
H 4.59405 -2.01820 -2.55413
H -2.79695 -1.32499 -0.76092
H -6.75589 1.23499 4.30850
H 0.62459 5.44347 -1.74806
H -1.21591 -0.56703 -2.57370
H 5.28037 -5.79289 -0.64498
H 0.31742 -1.15627 -2.59450
H -2.34775 -2.72682 0.21005
H -0.72862 -2.53324 1.84697
H -2.06322 -0.18982 0.89098
H -1.74029 -1.37890 2.69880
H 1.22154 -1.32079 2.17385
H 1.84235 3.82200 -3.08818
H 5.84711 -4.14886 -2.40265
H -0.06176 4.92141 -0.18383
H -0.91013 4.56614 -1.68368
H 0.32619 -0.79659 3.60493
H 1.37455 0.95777 2.21494
H 2.22012 -3.16536 0.79653
H -2.52321 1.01870 3.69564
H -0.07609 -2.69375 -0.89898
H -4.54065 0.33642 4.94685
H 4.39341 1.56312 -2.93147
H -4.91364 3.52621 1.19405
H -0.23423 1.22878 2.33818
H 3.34580 0.88410 -4.15122
H -6.93595 2.82724 2.42059
H 3.54113 2.65336 -4.04553
H -1.39231 -2.88118 -2.07060
H 3.46167 -5.30227 0.95811

---

Entry 3:
49
Properties=species:S:1:pos:R:3 method="wB97M-V/def2-TZVPD" e_above_lowest_kcal_mol=0.7 multiplicity=6 s_squared=8.76 total_charge=-3 lumo_ev="8.0 / 7.9" homo_lumo_gap_ev="5.609 / 5.513"
Fe -0.24445 -0.09070 0.17410
O -1.62467 1.19928 0.81094
O 1.00775 1.38651 -0.48135
O -1.44707 -1.67596 0.78122
O 0.77121 -0.07248 1.96663
O 1.10105 -1.46656 -0.49847
O -1.38252 -0.08846 -1.65796
C 2.23883 -1.78054 -1.10642
C -0.95216 3.51650 1.08700
C 2.02812 -0.23151 3.98588
C -1.24025 -0.73445 -2.82216
C -1.50952 2.21710 1.67795
C 1.31441 2.06432 -1.60969
C 0.12011 2.82974 -2.21397
C 2.03103 -2.17132 -2.58033
C -0.60740 0.02036 -3.99156
C -2.24943 -2.52647 1.39073
C 0.64999 -0.11856 3.29809
C -1.64791 -3.05175 2.72190
H 0.39267 3.20055 -3.21646
H 2.09140 2.85068 -1.40396
H 1.40950 -1.44531 -3.10122
H 2.53945 0.73458 3.97362
H 2.60239 -1.05687 3.56185
H 2.74642 -2.65546 -0.60768
H -1.68635 3.99036 0.40767
H 1.53722 -3.15030 -2.62322
H -0.14152 3.68790 -1.58283
H 2.98559 -2.31260 -3.13291
H -2.47032 2.47299 2.20213
H -0.81056 1.96357 2.51092
H -0.75486 2.18220 -2.21756
H -0.09912 3.31984 0.43987
H -0.70882 -1.71497 -2.70657
H -2.57085 -3.35172 0.69688
H 1.90178 -0.46669 5.06447
H 0.17699 0.82819 3.66987
H -1.72973 -4.11501 3.02800
H -0.66060 -0.60927 -4.90189
H -2.25196 -1.09565 -3.18307
H -3.22138 -2.02668 1.68001
H -0.74343 4.22261 1.90722
H 0.45559 0.23789 -3.86312
H -0.62844 -2.69175 2.85294
H -2.21892 -2.59926 3.55762
H -1.19855 0.91522 -4.20930
H 0.00754 -0.94477 3.69681
H 1.70327 1.35109 -2.37864
H 2.98845 -0.94644 -1.05399

---

Entry 4:
9
Properties=species:S:1:pos:R:3 method="wB97M-V/def2-TZVPD" e_above_lowest_kcal_mol=68.2 multiplicity=1 lumo_ev=-0.6 homo_lumo_gap_ev=10.205
O -0.90146 1.80838 -0.08022
N 1.80984 0.60317 -0.03568
C -1.30229 0.68651 0.12206
C -0.34559 -1.69773 -0.17505
C 2.58518 -0.22222 0.20503
C -0.58372 -0.50352 -0.02256
H -0.05547 -2.63276 -0.46981
H -2.34846 0.52628 0.55607
H 1.14198 1.43191 -0.09983

---

| no. | electronic energy (hartree) |
| --- | --- |
| 1 | -2670.11361 |
| 2 | -3035.13722 |
| 3 | -2190.04943 |
| 4 | -284.06447 |